Formula: C25H23Br6CuF13NO25S2
Source: OMol25
Level of theory: ωB97M-V/def2-TZVPD

As for the net charge: +2. For the total energy, the calculation gives -22080.45253 a.u. The spin multiplicity is 3. As for the expectation value of S²: 2.0141. The HOMO energy (alpha / beta) comes out at -13.74 / -13.74 eV.

Positions of all 96 atoms, in Å:
Cu  -0.77  1.77  -1.48
C  2.24  0.90  0.99
F  1.75  1.69  1.95
F  2.63  1.76  0.10
F  3.23  0.12  1.48
S  0.81  -0.17  0.21
O  1.06  -0.25  -1.22
O  0.82  -1.45  0.87
N  -0.44  0.97  0.44
S  -1.24  0.46  1.72
O  -2.39  -0.35  1.39
O  -0.47  -0.15  2.82
C  -1.95  2.15  2.50
F  -2.89  2.74  1.83
F  -2.45  1.77  3.73
F  -0.95  3.07  2.72
C  -5.23  0.32  1.96
C  -6.08  0.03  3.22
O  -6.02  -1.33  3.30
C  -5.47  -1.89  2.27
O  -5.28  -3.14  2.20
O  -5.14  -0.98  1.31
F  -7.29  0.43  2.95
H  -4.34  0.82  2.34
H  -5.70  1.02  1.27
H  -5.79  0.51  4.15
C  -3.93  -2.74  -2.59
C  -2.53  -3.11  -3.02
O  -1.76  -2.17  -2.28
C  -2.54  -1.11  -2.08
O  -2.12  -0.08  -1.69
O  -3.83  -1.41  -2.39
F  -2.47  -3.03  -4.32
H  -4.19  -3.16  -1.62
H  -4.74  -3.06  -3.24
H  -2.32  -4.14  -2.75
C  2.75  -3.71  1.04
C  2.05  -4.96  0.66
O  2.87  -5.97  1.31
C  4.02  -5.51  1.60
O  4.87  -6.07  2.27
O  4.11  -4.25  1.05
F  2.15  -5.19  -0.67
H  2.37  -3.36  2.00
H  2.65  -2.88  0.34
H  1.03  -4.89  1.05
C  2.30  -1.36  -4.49
C  1.31  -2.49  -4.72
O  0.06  -2.02  -5.24
C  0.23  -0.71  -5.50
O  -0.61  -0.01  -6.07
O  1.49  -0.28  -4.97
F  1.12  -2.96  -3.49
H  3.18  -1.48  -5.13
H  2.63  -1.26  -3.46
H  1.76  -3.26  -5.35
C  6.03  -1.26  2.42
C  7.44  -0.64  2.53
O  7.36  -0.39  3.92
C  6.63  -1.48  4.44
O  6.74  -1.90  5.58
O  5.76  -1.89  3.58
F  7.43  0.52  1.86
H  5.98  -1.92  1.56
H  5.25  -0.54  2.19
H  8.30  -1.28  2.36
C  -5.61  4.78  -1.45
C  -4.50  5.37  -2.32
O  -3.50  4.36  -2.30
C  -3.70  3.51  -1.24
O  -2.90  2.59  -0.92
O  -4.95  3.71  -0.73
F  -4.06  6.49  -1.74
H  -6.41  4.35  -2.04
H  -5.99  5.57  -0.80
H  -4.90  5.50  -3.32
C  4.07  1.79  -3.11
C  3.58  2.14  -4.53
O  4.43  1.27  -5.25
C  5.58  1.21  -4.66
O  6.67  0.97  -5.15
O  5.42  1.55  -3.38
F  3.85  3.39  -4.77
H  3.52  0.92  -2.75
H  3.83  2.53  -2.35
H  2.51  1.98  -4.66
C  -2.31  6.02  3.10
Br  -2.92  6.64  4.86
Br  -0.38  6.47  2.76
Br  -3.52  6.72  1.66
H  -2.24  4.93  3.09
C  -1.33  -1.58  5.98
Br  -0.29  -3.17  6.44
Br  -2.10  -0.75  7.66
Br  -2.72  -1.86  4.60
H  -0.64  -0.84  5.58

Mulliken population analysis, charges in e, atoms 1 to 8: atom 1 (Cu): 0.509, atom 2 (C): 0.436, atom 3 (F): -0.191, atom 4 (F): -0.205, atom 5 (F): -0.169, atom 6 (S): 0.669, atom 7 (O): -0.387, atom 8 (O): -0.439

***

Formula: C25H23BrN3OTi
Source: OMol25
Level of theory: ωB97M-V/def2-TZVPD

Its energy relative to the best compared isomer or geometry (same formula, charge and spin) is 0.000 eV. As for the net charge: +2. For the total energy, the calculation gives -4628.99589 a.u. The spin multiplicity is 2. As for the expectation value of S²: 0.7541. The HOMO energy (alpha / beta) comes out at -13.51 / -13.52 eV.

Positions of all 54 atoms, in Å:
Ti  0.34  -0.28  -0.78
Br  -6.83  0.32  -2.25
C  -5.03  -0.16  -1.99
C  -4.69  -1.49  -1.73
C  -3.37  -1.85  -1.55
C  -2.36  -0.90  -1.60
O  -1.07  -1.29  -1.46
C  -2.69  0.45  -1.86
C  -1.72  1.49  -1.99
N  -0.48  1.41  -1.61
C  0.46  2.45  -1.87
C  0.16  3.77  -2.08
C  1.18  4.70  -2.38
C  2.48  4.30  -2.47
C  2.82  2.95  -2.24
C  4.14  2.46  -2.33
C  4.40  1.13  -2.10
C  3.34  0.29  -1.75
N  2.08  0.71  -1.65
C  1.81  2.03  -1.92
C  -4.04  0.79  -2.07
H  -5.46  -2.24  -1.69
H  -3.10  -2.89  -1.40
H  -2.07  2.41  -2.47
H  -0.86  4.12  -2.01
H  0.91  5.73  -2.54
H  3.26  5.01  -2.72
H  4.94  3.14  -2.59
H  5.40  0.73  -2.17
H  3.52  -0.76  -1.53
H  -4.30  1.82  -2.30
C  0.48  -3.77  3.73
N  0.18  -3.62  2.28
C  1.43  -3.52  1.48
C  -0.80  -2.48  1.98
C  -0.28  -1.12  2.34
C  -0.41  -0.68  3.65
C  0.02  0.58  4.03
C  0.56  1.44  3.09
C  0.65  1.01  1.76
C  0.25  -0.26  1.35
H  1.10  -4.65  3.87
H  -0.45  -3.87  4.28
H  1.02  -2.88  4.07
H  -0.30  -4.47  1.99
H  1.94  -2.61  1.76
H  1.17  -3.51  0.42
H  2.06  -4.38  1.69
H  -1.70  -2.73  2.54
H  -1.01  -2.55  0.91
H  -0.87  -1.32  4.40
H  -0.09  0.90  5.06
H  0.88  2.43  3.37
H  1.04  1.73  1.04

Mulliken population analysis, charges in e, atoms 1 to 8: atom 1 (Ti): -0.074, atom 2 (Br): -0.127, atom 3 (C): -0.335, atom 4 (C): -0.384, atom 5 (C): -0.484, atom 6 (C): 0.893, atom 7 (O): -0.743, atom 8 (C): -0.334

***

Formula: C25H23BrN5O2STi
Source: OMol25
Level of theory: ωB97M-V/def2-TZVPD

Its energy relative to the best compared isomer or geometry (same formula, charge and spin) is 0.000 eV. As for the net charge: +1. For the total energy, the calculation gives -5212.27880 a.u. The HOMO energy comes out at -10.63 eV.

Positions of all 58 atoms, in Å:
Ti  0.97  0.46  -0.53
O  0.24  5.40  1.52
C  1.41  5.47  0.82
C  2.06  6.69  0.75
C  3.25  6.79  0.05
C  3.81  5.69  -0.58
C  3.16  4.46  -0.50
C  1.97  4.34  0.20
C  1.28  3.02  0.36
O  1.94  1.94  -0.31
N  -0.07  3.08  -0.13
N  -0.47  1.72  -0.31
C  -1.84  1.58  -0.61
C  -2.38  0.46  -1.03
Br  0.77  -0.35  -2.74
C  -2.86  -0.68  -1.47
C  -3.38  -1.77  -0.62
C  -3.21  -3.09  -1.03
C  -3.67  -4.14  -0.26
C  -4.33  -3.88  0.94
C  -4.53  -2.57  1.34
C  -4.05  -1.52  0.57
H  -0.27  4.64  1.22
H  1.61  7.54  1.23
H  3.76  7.75  0.00
H  4.74  5.77  -1.12
H  3.59  3.59  -0.97
H  1.22  2.75  1.43
H  -0.07  3.54  -1.04
H  -2.45  2.45  -0.41
H  -2.85  -0.86  -2.54
H  -2.72  -3.29  -1.98
H  -3.54  -5.16  -0.59
H  -4.72  -4.70  1.53
H  -5.08  -2.36  2.26
H  -4.22  -0.49  0.88
C  4.04  -2.62  -2.04
N  2.75  -2.91  -1.43
C  1.88  -3.91  -1.82
C  0.77  -3.80  -1.06
N  0.98  -2.73  -0.20
C  2.21  -2.19  -0.44
S  2.89  -0.85  0.37
C  0.09  -2.27  0.79
C  -0.47  -3.16  1.67
C  -1.32  -2.66  2.65
C  -1.54  -1.30  2.70
C  -0.94  -0.48  1.76
N  -0.13  -0.96  0.81
H  4.31  -3.47  -2.67
H  4.80  -2.48  -1.28
H  3.96  -1.72  -2.65
H  2.12  -4.60  -2.61
H  -0.15  -4.36  -1.06
H  -0.23  -4.21  1.61
H  -1.79  -3.32  3.36
H  -2.19  -0.86  3.45
H  -1.09  0.59  1.76

Mulliken population analysis, charges in e, atoms 1 to 8: atom 1 (Ti): 0.483, atom 2 (O): -0.670, atom 3 (C): 0.410, atom 4 (C): -0.611, atom 5 (C): -0.372, atom 6 (C): -0.793, atom 7 (C): -0.404, atom 8 (C): 0.256

***

Formula: C25H23Cl2FeN4O5S
Source: OMol25
Level of theory: ωB97M-V/def2-TZVPD

Its energy relative to the best compared isomer or geometry (same formula, charge and spin) is 0.702 eV. As for the net charge: 0. For the total energy, the calculation gives -4144.00446 a.u. The spin multiplicity is 2. As for the expectation value of S²: 0.7604. The HOMO energy (alpha / beta) comes out at -8.12 / -8.09 eV.

Positions of all 61 atoms, in Å:
Fe  -0.33  -0.47  0.00
Cl  -2.69  5.79  2.35
C  -2.26  4.12  2.08
C  -1.89  3.33  3.18
C  -1.54  2.02  3.01
Cl  -1.09  1.06  4.37
C  -1.53  1.41  1.72
O  -1.20  0.17  1.60
C  -1.95  2.23  0.64
C  -2.11  1.67  -0.67
O  -1.80  0.52  -1.01
C  -2.31  3.58  0.83
H  -1.86  3.77  4.17
H  -2.61  2.30  -1.41
H  -2.62  4.18  -0.01
C  -2.92  -4.40  -6.11
C  -1.97  -3.54  -5.32
C  -0.60  -3.64  -5.52
C  0.29  -2.87  -4.77
C  -0.21  -1.99  -3.83
C  -1.58  -1.86  -3.62
C  -2.45  -2.64  -4.37
S  0.89  -1.02  -2.86
O  2.24  -1.28  -3.30
O  0.40  0.34  -2.91
N  0.59  -1.65  -1.37
C  1.59  -1.91  -0.44
C  2.93  -2.26  -0.65
C  3.71  -2.40  0.48
C  3.18  -2.17  1.75
C  1.86  -1.80  1.85
N  1.08  -1.72  0.78
H  -2.58  -4.53  -7.14
H  -3.92  -3.96  -6.14
H  -3.01  -5.39  -5.66
H  -0.22  -4.32  -6.27
H  1.36  -2.95  -4.92
H  -1.95  -1.15  -2.90
H  -3.52  -2.54  -4.21
H  3.31  -2.37  -1.65
H  4.75  -2.67  0.37
H  3.79  -2.25  2.64
H  1.39  -1.56  2.80
N  -4.91  -4.73  -0.55
C  -3.88  -3.86  -0.29
C  -2.55  -4.20  -0.56
C  -1.56  -3.27  -0.35
N  -1.79  -2.03  0.11
C  -3.06  -1.72  0.39
C  -4.12  -2.57  0.21
H  -4.69  -5.70  -0.68
H  -5.80  -4.54  -0.12
H  -2.30  -5.18  -0.94
H  -0.54  -3.52  -0.56
H  -3.22  -0.73  0.80
H  -5.12  -2.25  0.46
C  1.05  2.02  -0.42
O  0.97  0.77  0.20
H  1.12  2.81  0.33
H  0.20  2.24  -1.07
H  1.94  2.06  -1.06

Mulliken population analysis, charges in e, atoms 1 to 8: atom 1 (Fe): 0.763, atom 2 (Cl): -0.235, atom 3 (C): 0.132, atom 4 (C): -0.567, atom 5 (C): 0.381, atom 6 (Cl): -0.216, atom 7 (C): 0.002, atom 8 (O): -0.602

***

Formula: C25H23CrF6I2N2O7S2
Source: OMol25
Level of theory: ωB97M-V/def2-TZVPD

Its energy relative to the best compared isomer or geometry (same formula, charge and spin) is 0.318 eV. As for the net charge: 0. For the total energy, the calculation gives -4638.10414 a.u. The spin multiplicity is 4. As for the expectation value of S²: 3.8193. The HOMO energy (alpha / beta) comes out at -8.48 / -8.48 eV.

Positions of all 68 atoms, in Å:
Cr  -0.12  0.99  0.56
O  -0.85  -0.91  0.09
C  0.12  -1.75  -0.61
C  1.49  -1.00  -0.45
O  2.46  -1.31  -1.09
O  1.43  -0.08  0.47
C  -0.36  -1.88  -2.05
C  -1.73  -1.84  -2.31
C  -2.21  -1.94  -3.61
C  -1.32  -2.09  -4.67
C  0.04  -2.16  -4.41
C  0.52  -2.05  -3.12
C  0.27  -3.10  0.08
C  -0.42  -3.43  1.24
C  -0.21  -4.66  1.86
C  0.68  -5.57  1.32
C  1.38  -5.24  0.16
C  1.17  -4.01  -0.45
H  -1.00  -1.30  0.96
H  -2.42  -1.75  -1.49
H  -3.27  -1.92  -3.78
H  -1.70  -2.16  -5.68
H  0.73  -2.29  -5.23
H  1.59  -2.08  -2.94
H  -1.14  -2.78  1.72
H  -0.74  -4.89  2.77
H  0.84  -6.53  1.79
H  2.09  -5.93  -0.26
H  1.74  -3.75  -1.34
C  -2.56  1.56  -0.95
N  -2.06  1.89  0.41
C  -2.06  3.37  0.55
C  -2.94  1.30  1.46
C  -2.12  0.71  2.58
C  -2.70  0.28  3.77
C  -1.91  -0.32  4.74
C  -0.54  -0.47  4.54
C  0.04  -0.04  3.36
C  -0.75  0.54  2.37
H  -3.55  1.99  -1.11
H  -2.60  0.48  -1.07
H  -1.87  1.98  -1.69
H  -3.08  3.74  0.43
H  -1.43  3.81  -0.22
H  -1.67  3.64  1.53
H  -3.57  0.54  1.01
H  -3.61  2.08  1.85
H  -3.76  0.40  3.93
H  -2.36  -0.68  5.65
H  0.07  -0.93  5.31
H  1.11  -0.15  3.20
F  1.88  5.85  -0.39
C  2.28  4.93  0.47
F  1.75  5.20  1.66
F  3.59  4.94  0.56
S  1.55  3.27  -0.09
O  0.73  2.82  1.05
O  0.71  3.56  -1.23
N  2.67  2.20  -0.43
S  3.54  2.59  -1.77
O  4.80  1.93  -1.75
O  3.47  4.00  -2.00
C  2.53  1.79  -3.15
F  3.24  0.83  -3.72
F  2.22  2.71  -4.05
F  1.40  1.25  -2.69
I  3.80  1.95  1.89
I  4.66  1.88  4.46

Mulliken population analysis, charges in e, atoms 1 to 8: atom 1 (Cr): 0.205, atom 2 (O): 0.207, atom 3 (C): 2.954, atom 4 (C): -0.633, atom 5 (O): -0.623, atom 6 (O): -0.173, atom 7 (C): 0.100, atom 8 (C): -0.366

***

Formula: C25H23IN5O7
Source: OMol25
Level of theory: ωB97M-V/def2-TZVPD

As for the net charge: +1. For the total energy, the calculation gives -2063.93483 a.u. The HOMO energy comes out at -11.25 eV.

Positions of all 61 atoms, in Å:
O  -3.37  0.32  5.99
C  -4.58  0.06  6.03
C  -5.59  0.11  4.80
N  -5.07  -0.47  3.51
I  -3.95  -2.21  3.74
C  -4.34  0.60  2.71
C  -5.22  1.41  1.79
C  -4.62  2.55  0.97
C  -3.10  2.68  1.26
C  -2.44  1.71  2.21
N  -2.97  0.65  2.97
H  -5.02  -0.18  7.06
H  -6.61  -0.34  5.11
H  -5.82  1.22  4.58
H  -5.91  -0.74  2.95
H  -6.33  1.18  1.71
H  -5.22  3.21  0.28
H  -2.49  3.50  0.76
H  -1.31  1.85  2.35
C  0.54  -0.51  2.19
C  1.12  -1.68  2.69
C  2.48  -1.91  2.52
C  3.25  -0.96  1.85
C  2.68  0.20  1.34
C  1.32  0.42  1.51
N  4.69  -1.19  1.69
O  5.16  -2.23  2.14
O  5.34  -0.32  1.13
H  -0.52  -0.33  2.33
H  0.51  -2.40  3.21
H  2.92  -2.82  2.92
H  3.28  0.94  0.82
H  0.87  1.32  1.12
C  8.28  -2.86  -2.84
C  7.63  -2.69  -1.62
C  6.33  -2.20  -1.59
C  5.68  -1.89  -2.79
C  6.33  -2.05  -4.01
C  7.63  -2.54  -4.03
N  4.30  -1.40  -2.75
O  3.77  -1.25  -1.66
O  3.76  -1.16  -3.82
H  9.29  -3.25  -2.87
H  8.13  -2.94  -0.70
H  5.83  -2.07  -0.64
H  5.84  -1.80  -4.94
H  8.14  -2.67  -4.98
C  -1.12  1.13  -3.52
C  -1.79  1.31  -2.31
C  -3.09  1.80  -2.29
C  -3.72  2.11  -3.49
C  -3.06  1.94  -4.71
C  -1.76  1.45  -4.72
N  -5.10  2.60  -3.48
O  -5.64  2.75  -2.38
O  -5.63  2.82  -4.55
H  -0.11  0.74  -3.53
H  -1.29  1.06  -1.38
H  -3.58  1.93  -1.34
H  -3.54  2.18  -5.65
H  -1.24  1.32  -5.66

Mulliken population analysis, charges in e, atoms 1 to 8: atom 1 (O): -0.385, atom 2 (C): -0.095, atom 3 (C): -0.223, atom 4 (N): -0.413, atom 5 (I): 0.394, atom 6 (C): 0.485, atom 7 (C): -0.509, atom 8 (C): -0.516